Density functional theory data (ωB97M-V/def2-TZVPD) for 13 unconnected molecules or ions with the total composition C68H74N4O24 in a non-equilibrium geometry.

Each line ends with the Löwdin spin population.
CARTESIAN COORDINATES (ANGSTROEM)
C (2.10116, -6.91124, 0.57509)  0.00
C (3.20858, -6.06106, 0.74643)  0.00
C (3.00806, -4.72520, 0.85056)  0.00
C (1.75305, -4.17229, 0.64132)  0.00
C (0.64273, -4.92588, 0.38216)  0.00
C (0.79230, -6.32414, 0.48058)  0.00
O (-0.28711, -7.22159, 0.35879)  0.00
O (4.06592, -3.78440, 1.07047)  0.00
H (2.22413, -7.98333, 0.53145)  0.00
H (4.14961, -6.57827, 0.86193)  0.00
H (1.76664, -3.09514, 0.71852)  0.00
H (-0.29465, -4.40421, 0.25734)  0.00
H (-1.04385, -6.75155, 0.00102)  0.00
H (4.93901, -4.09041, 1.32674)  0.00
C (5.77280, 6.08293, 1.14239)  0.00
C (4.71034, 5.26282, 1.47721)  0.00
C (3.90380, 4.70882, 0.45248)  0.00
C (4.30330, 4.79859, -0.90569)  0.00
C (5.23686, 5.73415, -1.13960)  0.00
C (5.95348, 6.36301, -0.18444)  0.00
O (6.89592, 7.25738, -0.57701)  0.00
O (2.73804, 4.04593, 0.82234)  0.00
H (6.29572, 6.67446, 1.87931)  0.00
H (4.49291, 5.04331, 2.51207)  0.00
H (3.68505, 4.29942, -1.63713)  0.00
H (5.34223, 5.95894, -2.19068)  0.00
H (6.57926, 7.43275, -1.46615)  0.00
H (2.04590, 3.95797, 0.16295)  0.00
C (-0.89677, 3.40632, -1.43037)  0.00
C (-0.98869, 4.13964, -0.23895)  0.00
C (-0.14501, 5.26985, -0.14220)  0.00
C (0.76797, 5.67210, -1.09888)  0.00
C (0.98843, 4.74418, -2.05198)  0.00
C (0.10629, 3.72334, -2.35878)  0.00
O (0.45477, 2.86855, -3.43323)  0.00
O (-0.14433, 6.06097, 1.01172)  0.00
H (-1.56926, 2.58409, -1.62555)  0.00
H (-1.74059, 4.04698, 0.53076)  0.00
H (1.31021, 6.60414, -1.03829)  0.00
H (1.74199, 4.97490, -2.79044)  0.00
H (-0.17398, 2.20320, -3.72233)  0.00
H (0.37815, 6.85552, 0.88021)  0.00
C (-5.67560, 2.46539, -2.65833)  0.00
C (-5.93334, 1.47070, -1.74768)  0.00
C (-5.47072, 1.55014, -0.44657)  0.00
C (-4.87859, 2.68473, 0.00975)  0.00
C (-4.43331, 3.59630, -0.97744)  0.00
C (-4.85928, 3.59023, -2.31635)  0.00
O (-4.47135, 4.54996, -3.20812)  0.00
O (-5.88580, 0.51456, 0.36610)  0.00
H (-6.04235, 2.29083, -3.65904)  0.00
H (-6.56547, 0.62146, -1.96121)  0.00
H (-4.55540, 2.80205, 1.03356)  0.00
H (-3.76077, 4.35649, -0.60839)  0.00
H (-4.12923, 4.16397, -4.01779)  0.00
H (-5.34087, 0.37180, 1.14345)  0.00
C (0.80940, -1.25770, 5.00798)  0.00
C (-0.59417, -1.27193, 5.32424)  0.00
C (-1.43370, -0.19675, 4.95945)  0.00
C (-0.85120, 1.03235, 4.60978)  0.00
C (0.58164, 1.08923, 4.43159)  0.00
C (1.30918, -0.08162, 4.49857)  0.00
O (2.64804, -0.19776, 4.17151)  0.00
O (-2.79305, -0.28009, 5.10878)  0.00
H (1.31457, -2.18473, 5.23562)  0.00
H (-0.96115, -2.20220, 5.73207)  0.00
H (-1.52086, 1.86405, 4.44780)  0.00
H (0.99510, 2.01473, 4.05889)  0.00
H (2.74750, 0.49708, 3.51660)  0.00
H (-3.00301, -1.05138, 5.64041)  0.00
C (0.99929, -3.28552, -4.29725)  0.00
C (1.85259, -2.73851, -3.33810)  0.00
C (2.64148, -3.55599, -2.56880)  0.00
C (2.36155, -4.95865, -2.57383)  0.00
C (1.55996, -5.53409, -3.56106)  0.00
C (0.86931, -4.72567, -4.36583)  0.00
O (0.01961, -5.31246, -5.26597)  0.00
O (3.68351, -3.08630, -1.88553)  0.00
H (0.36048, -2.72047, -4.95986)  0.01
H (1.94685, -1.66430, -3.27833)  0.00
H (2.91137, -5.58607, -1.88794)  0.00
H (1.57230, -6.60841, -3.67097)  0.00
H (-0.18986, -6.23952, -5.13078)  0.00
H (3.30863, -2.84569, -1.03513)  0.00
C (-8.65988, 1.02080, 5.09641)  0.00
C (-7.67697, 0.79953, 4.15418)  0.00
C (-6.35366, 0.60190, 4.50491)  0.00
C (-6.06803, 0.62434, 5.87262)  0.00
C (-7.05682, 0.50494, 6.81582)  0.00
C (-8.35643, 0.85864, 6.46895)  0.00
O (-9.36791, 1.06789, 7.31990)  0.00
O (-5.36008, 0.58399, 3.57335)  0.00
H (-9.67920, 1.12113, 4.75387)  0.00
H (-7.84865, 0.89353, 3.09206)  0.00
H (-5.04042, 0.55611, 6.19782)  0.00
H (-6.89257, 0.49852, 7.88323)  0.00
H (-9.78245, 1.90103, 7.08404)  0.00
H (-4.53357, 0.74233, 4.03532)  0.00
C (6.21697, 1.81834, 1.77099)  0.00
C (7.43974, 1.10902, 1.56887)  0.00
C (7.53378, -0.22041, 1.21791)  0.00
C (6.25253, -0.92518, 1.19782)  0.00
C (5.09326, -0.23703, 1.31220)  0.00
C (5.08209, 1.07903, 1.69955)  0.00
O (3.93435, 1.68657, 1.91438)  0.00
O (8.67716, -0.78579, 0.84990)  0.00
H (6.23342, 2.81760, 2.18039)  0.00
H (8.35058, 1.67553, 1.69475)  0.00
H (6.21959, -1.96099, 0.89382)  0.00
H (4.15568, -0.76802, 1.23871)  0.00
H (3.77188, 2.41924, 1.31572)  0.00
H (9.05158, -1.46663, 1.41370)  0.00
C (-1.75239, -0.30488, -3.26231)  0.17
C (-2.72183, -1.28193, -2.93615)  0.21
C (-3.32850, -2.02029, -3.97316)  0.05
C (-2.83857, -1.98419, -5.19538)  0.16
C (-1.83816, -1.04216, -5.49373)  0.20
C (-1.35748, -0.11986, -4.55100)  0.06
O (-0.44158, 0.77228, -4.80335)  0.00
O (-4.32278, -2.94130, -3.79272)  0.00
H (-1.41310, 0.34914, -2.47267)  0.01
H (-2.94441, -1.51271, -1.90484)  0.02
H (-3.29751, -2.41080, -6.07502)  0.01
H (-1.43287, -0.92180, -6.48754)  0.02
H (-0.20494, 0.48092, -5.68692)  0.01
H (-4.53527, -3.38144, -4.61899)  0.00
C (3.50023, 1.48526, -3.90773)  0.00
C (4.69292, 1.28011, -4.62646)  0.00
C (5.91516, 1.25821, -3.97731)  0.00
C (6.00805, 1.13246, -2.58254)  0.00
C (4.81522, 1.23434, -1.86412)  0.00
C (3.63541, 1.51386, -2.51695)  0.00
O (2.55595, 1.72119, -1.83048)  0.00
O (7.04714, 1.18963, -4.74846)  0.00
H (2.54937, 1.57592, -4.41176)  0.00
H (4.75679, 1.38854, -5.69910)  0.00
H (6.98349, 0.99971, -2.13838)  0.00
H (4.84836, 0.91362, -0.83338)  0.00
H (1.75059, 2.06400, -2.22480)  0.00
H (7.75463, 0.70197, -4.32039)  0.00
C (0.63721, 0.56573, 0.97362)  0.00
C (-0.63404, 0.82869, 1.51303)  0.00
C (-1.71254, -0.08064, 1.26867)  0.00
C (-1.53057, -1.15794, 0.39616)  0.00
C (-0.24941, -1.41963, -0.11165)  0.00
C (0.80815, -0.53668, 0.12781)  0.00
O (1.96573, -0.83292, -0.56547)  0.00
O (-2.88440, 0.25599, 1.79865)  0.00
H (1.42216, 1.30118, 1.07045)  0.00
H (-0.84663, 1.75258, 2.03036)  0.00
H (-2.36398, -1.75197, 0.05126)  0.00
H (-0.12876, -2.37470, -0.60122)  0.00
H (2.42890, -0.00918, -0.73437)  0.00
H (-2.71472, 1.04409, 2.31991)  0.00
C (-4.75249, -2.89112, 2.40739)  0.00
O (-4.33754, -3.70873, 1.62736)  0.00
N (-4.49453, -2.96976, 3.73464)  0.00
N (-5.21444, -1.75250, 2.02077)  0.00
H (-4.02070, -3.81274, 4.02614)  0.00
H (-4.90788, -2.33839, 4.40591)  0.00
H (-5.31955, -1.07070, 2.75847)  0.00
H (-5.30987, -1.53657, 1.03875)  0.00
C (-2.59472, -4.78124, -1.29860)  0.00
O (-2.21796, -5.67351, -0.56421)  0.00
N (-2.11918, -4.66204, -2.50699)  0.00
N (-3.54607, -3.89680, -1.04791)  0.00
H (-1.26628, -5.17374, -2.68254)  0.00
H (-2.51463, -4.09803, -3.24565)  0.00
H (-3.73744, -3.29987, -1.83984)  0.00
H (-3.77768, -3.76087, -0.07427)  0.00

The value obtained for the gap between HOMO and LUMO (spin up / spin down) is 2.146 / 6.013 eV. The spin multiplicity is 2. The charge is -1. The total energy is -4660.2886 a.u.